Below is 2 unconnected molecules or ions with the total composition C21H33N4O2, with properties calculated with ωB97M-V/def2-TZVPD.

Results
- HOMO-LUMO gap (eV) = 8.0
- relative energy (zero: lowest compared OMol25 entry of this formula, charge and spin) (kcal per mole) = 0.00
- LUMO energy (eV) = -3.33
- total charge = +1
- maximum force (eV/Å) = 2.08
- calculated total energy (eV) = -32360.7667

Element x y z (Å)
C -3.360 -0.179 5.379
C -2.841 -1.174 4.341
O -3.608 -1.845 3.681
N -1.435 -1.266 4.259
C -0.981 -1.823 2.954
C 0.317 -1.066 2.563
C 1.242 -1.918 1.683
C 2.626 -1.234 1.536
C 2.796 -0.351 0.282
N 4.035 0.464 0.608
C 3.558 1.761 1.255
C 2.009 1.837 1.134
C 1.785 0.790 0.019
C 0.353 0.429 -0.440
C 0.268 0.648 -1.968
C -1.053 0.127 -2.533
O -1.909 -0.306 -1.796
N -1.274 0.102 -3.979
C -0.648 1.276 -4.550
C 0.504 1.232 -5.282
C 1.058 2.399 -5.759
C 0.444 3.580 -5.476
C -0.722 3.647 -4.752
C -1.262 2.476 -4.289
H -2.669 -0.226 6.227
H -3.262 0.832 4.972
H -4.370 -0.419 5.689
H -1.117 -0.298 4.248
H -1.728 -1.672 2.173
H -0.729 -2.875 3.092
H 0.841 -0.873 3.506
H 0.002 -0.140 2.074
H 1.424 -2.850 2.225
H 0.797 -2.191 0.725
H 3.390 -2.018 1.526
H 2.782 -0.599 2.417
H 2.892 -0.952 -0.624
H 4.622 0.020 1.311
H 4.500 0.678 -0.270
H 4.030 2.526 0.636
H 3.955 1.973 2.247
H 1.882 2.799 0.638
H 1.441 1.745 2.053
H 2.217 1.307 -0.855
H -0.330 1.131 0.044
H 0.050 -0.581 -0.181
H 1.070 0.037 -2.405
H 0.453 1.707 -2.147
H -0.771 -0.714 -4.324
H 0.982 0.276 -5.474
H 1.983 2.350 -6.317
H 0.867 4.517 -5.824
H -1.216 4.578 -4.512
H -2.170 2.476 -3.693
C -4.203 -3.334 0.552
C -3.945 -4.768 0.436
N -3.740 -5.901 0.343
H -3.849 -2.971 1.517
H -3.684 -2.800 -0.243
H -5.271 -3.140 0.470

Cartesian forces (eV/Å) of the 2 atoms listed first:
C 1.30 -0.30 -0.09
C -1.13 -0.15 0.58


Below is a molecular structure, C14H11BF2N5Pd, with properties calculated with ωB97M-V/def2-TZVPD.

Results
- HOMO-LUMO gap (eV) = 6.8
- relative energy (zero: lowest compared OMol25 entry of this formula, charge and spin) (kcal per mole) = 15.66
- LUMO energy (eV) = -4.63
- total charge = +1
- maximum force (eV/Å) = 5.16
- calculated total energy (eV) = -31735.3706

Element x y z (Å)
Pd -1.012 -1.135 0.000
N 3.340 -1.233 0.000
C 2.066 -1.645 0.000
N 1.051 -0.828 0.000
C 1.283 0.559 0.000
N 0.240 1.368 0.000
N -0.933 0.884 0.000
C -2.140 1.408 0.000
C -3.250 0.521 0.000
C -4.578 0.992 0.000
C -5.622 0.101 0.000
C -5.344 -1.269 0.000
C -4.029 -1.684 0.000
N -3.001 -0.833 0.000
C 2.628 1.063 0.000
C 2.938 2.426 0.000
C 4.260 2.830 0.000
C 5.285 1.893 0.000
C 4.997 0.536 0.000
C 3.677 0.122 0.000
H 4.102 -1.899 0.000
H 1.866 -2.712 0.000
H -2.279 2.482 0.000
H -4.747 2.057 0.000
H -6.640 0.454 0.000
H -6.136 -1.998 0.000
H -3.784 -2.739 0.000
H 2.134 3.146 0.000
H 4.501 3.882 0.000
H 6.314 2.216 0.000
H 5.785 -0.200 0.000
F -0.974 -3.827 -1.109
B -1.024 -3.110 0.000
F -0.973 -3.827 1.109

Cartesian forces (eV/Å) of the 2 atoms listed first:
Pd 0.64 -0.72 0.00
N -0.14 -0.04 0.00